No. 1
{
  "formula": "C31H44CsN7O2P2",
  "method": "ωB97M-V with the def2-TZVPD basis set",
  "symbols": ["Cs", "O", "C", "C", "C", "C", "C", "C", "C", "P", "C", "C", "C", "C", "C", "C", "C", "C", "C", "C", "C", "C", "H", "H", "H", "H", "H", "H", "H", "H", "H", "H", "H", "H", "H", "H", "C", "N", "C", "P", "O", "N", "C", "C", "N", "C", "C", "H", "H", "H", "H", "H", "H", "H", "H", "H", "H", "H", "H", "H", "H", "H", "H", "H", "H", "C", "N", "C", "N", "C", "N", "C", "N", "C", "C", "H", "H", "H", "H", "H", "H", "H", "H", "H", "H", "H", "H"],
  "coordinates": [[0.6882, -0.1717, -1.4085], [3.4559, -0.3171, -1.2977], [3.3044, 0.8392, -0.8720], [4.3441, 1.8961, -1.0570], [5.7125, 1.7848, -1.2472], [6.4857, 2.9369, -1.3093], [5.8826, 4.1831, -1.2195], [4.5041, 4.3038, -1.0576], [3.7342, 3.1525, -0.9496], [1.8876, 3.0356, -0.8807], [1.2711, 2.7385, 0.8151], [-0.0283, 3.1507, 1.1169], [-0.5624, 2.9390, 2.3797], [0.1917, 2.3030, 3.3577], [1.4769, 1.8740, 3.0606], [2.0168, 2.0900, 1.7968], [1.5223, 4.8491, -0.9892], [1.6802, 5.7404, 0.0759], [1.4352, 7.0947, -0.0890], [1.0343, 7.5862, -1.3255], [0.8775, 6.7155, -2.3913], [1.1155, 5.3565, -2.2185], [6.1571, 0.7999, -1.3320], [7.5605, 2.8714, -1.4287], [6.4928, 5.0766, -1.2745], [4.0526, 5.2858, -1.0153], [-0.6184, 3.6600, 0.3632], [-1.5686, 3.2762, 2.6002], [-0.2215, 2.1473, 4.3468], [2.0744, 1.3816, 3.8183], [3.0225, 1.7682, 1.5640], [2.0006, 5.3672, 1.0417], [1.5626, 7.7702, 0.7483], [0.8451, 8.6443, -1.4550], [0.5659, 7.0871, -3.3596], [0.9854, 4.6771, -3.0540], [-2.4529, -2.7235, 2.2852], [-2.2077, -1.4431, 1.6505], [-1.3015, -0.5578, 2.3675], [-2.8709, -0.8811, 0.2470], [-1.9475, -0.5733, -0.8619], [-3.6301, 0.5279, 0.7107], [-3.9684, 1.5263, -0.2906], [-4.3231, 0.6959, 1.9719], [-3.9292, -2.0893, -0.2027], [-5.1635, -2.2688, 0.5419], [-4.0095, -2.4957, -1.5969], [-1.5024, -3.1630, 2.5981], [-2.9259, -3.4100, 1.5889], [-3.0866, -2.6176, 3.1740], [-0.3402, -1.0522, 2.5346], [-1.7053, -0.2664, 3.3429], [-1.1274, 0.3493, 1.7909], [-3.3585, 1.3757, -1.1771], [-3.7659, 2.5241, 0.1076], [-5.0279, 1.4810, -0.5689], [-4.0036, -0.0601, 2.6871], [-5.4113, 0.6264, 1.8566], [-4.0910, 1.6811, 2.3866], [-5.0373, -1.9418, 1.5728], [-5.4385, -3.3266, 0.5543], [-5.9928, -1.7051, 0.0991], [-3.0832, -2.2355, -2.1013], [-4.8380, -2.0039, -2.1194], [-4.1645, -3.5764, -1.6573], [2.2151, -4.0664, -0.9359], [2.0342, -5.5035, -0.7107], [1.2047, -5.6784, 0.4820], [-0.1057, -5.0291, 0.3516], [0.1205, -3.6058, 0.0938], [0.9306, -3.3778, -1.1062], [0.2308, -3.9869, -2.2416], [0.0037, -5.4203, -2.0494], [1.3094, -6.0605, -1.8538], [-0.7769, -5.5951, -0.8222], [2.8243, -3.9109, -1.8275], [2.7406, -3.6329, -0.0833], [1.7252, -5.2529, 1.3425], [1.0531, -6.7457, 0.6569], [0.6318, -3.1672, 0.9558], [-0.8441, -3.1069, -0.0318], [0.8245, -3.8393, -3.1465], [-0.7361, -3.4918, -2.3686], [1.9085, -5.9241, -2.7561], [1.1577, -7.1298, -1.6926], [-0.9428, -6.6616, -0.6562], [-1.7455, -5.1035, -0.9458]],
  "atomic_forces_ev_per_a": [[0.0, 0.0, -0.2], [0.8, 0.4, 0.1], [-0.6, -0.5, -0.1], [0.2, 0.3, 0.2], [0.0, -0.1, 0.0], [0.1, 0.0, 0.0], [0.0, 0.1, 0.0], [0.1, -0.1, 0.0], [0.1, -0.1, 0.1], [0.0, -0.2, -0.6], [0.3, 0.1, 0.1], [0.0, 0.0, 0.1], [0.0, 0.0, 0.0], [0.0, 0.0, 0.0], [0.0, 0.0, 0.0], [-0.1, 0.1, 0.0], [0.0, 0.1, 0.2], [-0.1, 0.0, -0.1], [0.0, 0.0, 0.1], [0.0, 0.0, 0.0], [0.0, -0.1, 0.0], [0.0, 0.0, 0.0], [0.0, 0.0, 0.0], [0.0, 0.0, 0.0], [0.0, 0.0, 0.0], [0.0, 0.0, 0.0], [0.0, 0.0, 0.0], [0.0, 0.0, 0.0], [0.0, 0.0, 0.0], [0.0, 0.0, 0.0], [0.0, 0.0, 0.0], [0.0, 0.0, 0.0], [0.0, 0.0, 0.0], [0.0, 0.0, 0.0], [0.0, 0.0, 0.0], [0.0, 0.0, 0.0], [0.1, 0.0, 0.0], [-0.1, 0.1, -0.1], [0.0, 0.0, 0.0], [-0.5, 0.0, 0.5], [-0.2, -0.2, -0.2], [0.0, -0.3, 0.0], [0.0, 0.0, 0.0], [0.0, 0.0, 0.0], [0.0, 0.3, 0.0], [0.0, 0.0, 0.0], [0.0, -0.1, 0.0], [0.0, 0.0, 0.0], [0.0, 0.0, 0.0], [0.0, 0.0, 0.0], [0.0, 0.0, 0.0], [0.0, 0.0, 0.0], [0.0, 0.0, 0.0], [0.0, 0.0, 0.0], [0.0, 0.0, 0.0], [0.0, 0.0, 0.0], [0.0, 0.0, 0.0], [0.0, 0.0, 0.0], [0.0, 0.0, 0.0], [0.0, 0.0, 0.0], [0.0, 0.0, 0.0], [0.0, 0.0, 0.0], [0.0, 0.0, 0.0], [0.0, 0.0, 0.0], [0.0, 0.0, 0.0], [0.0, 0.0, 0.0], [0.0, 0.0, 0.0], [0.0, 0.0, 0.0], [0.0, 0.0, 0.0], [0.0, 0.0, 0.0], [0.0, 0.0, 0.0], [0.0, 0.0, 0.0], [0.0, 0.0, 0.0], [0.0, 0.0, 0.0], [0.0, 0.0, 0.0], [0.0, 0.0, 0.0], [0.0, 0.0, 0.0], [0.0, 0.0, 0.0], [0.0, 0.0, 0.0], [0.0, 0.0, 0.0], [0.0, 0.0, 0.0], [0.0, 0.0, 0.0], [0.0, 0.0, 0.0], [0.0, 0.0, 0.0], [0.0, 0.0, 0.0], [0.0, 0.0, 0.0], [0.0, 0.0, 0.0]],
  "mol_weight_g_mol": 741.59,
  "e_tot_ev": -66512.53764,
  "homo_lumo_gap_ev": 5.54,
  "multiplicity": 1,
  "homo_energy_ha": -0.2002,
  "e_lumo_ev": 0.10
}

***

No. 2
{
  "formula": "C2H6N2O",
  "method": "ωB97M-V with the def2-TZVPD basis set",
  "symbols": ["H", "N", "C", "N", "C", "O", "H", "H", "H", "H", "H"],
  "coordinates": [[-2.0144, -0.8448, 1.8037], [-1.5193, -0.7446, 0.9328], [-0.6200, 0.1674, 0.9530], [0.1404, 0.5082, -0.1539], [0.3570, -0.5371, -1.1627], [1.3727, 1.0897, 0.2992], [-0.3427, 0.7782, 1.8075], [-0.6074, -1.0549, -1.2475], [0.6120, -0.0516, -2.1633], [1.1876, -1.2238, -0.8357], [1.4342, 1.9133, -0.2331]],
  "atomic_forces_ev_per_a": [[0.0, 0.2, 0.3], [0.9, 0.6, -0.7], [-0.7, -0.8, 0.3], [0.4, -0.3, -0.1], [0.6, 0.5, -0.6], [-0.5, 0.5, -0.9], [-0.1, 0.1, 0.1], [0.5, 0.0, 0.0], [-0.2, -0.7, 1.4], [-0.9, 0.5, -0.4], [0.0, -0.7, 0.5]],
  "mol_weight_g_mol": 74.08,
  "e_tot_ev": -7196.92259,
  "homo_lumo_gap_ev": 10.05,
  "multiplicity": 1,
  "homo_energy_ha": -0.3377,
  "e_lumo_ev": 0.86
}

***

What did the second record say?
{
  "formula": "C2H6N2O",
  "method": "ωB97M-V with the def2-TZVPD basis set",
  "symbols": ["H", "N", "C", "N", "C", "O", "H", "H", "H", "H", "H"],
  "coordinates": [[-2.0144, -0.8448, 1.8037], [-1.5193, -0.7446, 0.9328], [-0.6200, 0.1674, 0.9530], [0.1404, 0.5082, -0.1539], [0.3570, -0.5371, -1.1627], [1.3727, 1.0897, 0.2992], [-0.3427, 0.7782, 1.8075], [-0.6074, -1.0549, -1.2475], [0.6120, -0.0516, -2.1633], [1.1876, -1.2238, -0.8357], [1.4342, 1.9133, -0.2331]],
  "atomic_forces_ev_per_a": [[0.0, 0.2, 0.3], [0.9, 0.6, -0.7], [-0.7, -0.8, 0.3], [0.4, -0.3, -0.1], [0.6, 0.5, -0.6], [-0.5, 0.5, -0.9], [-0.1, 0.1, 0.1], [0.5, 0.0, 0.0], [-0.2, -0.7, 1.4], [-0.9, 0.5, -0.4], [0.0, -0.7, 0.5]],
  "mol_weight_g_mol": 74.08,
  "e_tot_ev": -7196.92259,
  "homo_lumo_gap_ev": 10.05,
  "multiplicity": 1,
  "homo_energy_ha": -0.3377,
  "e_lumo_ev": 0.86
}

***

> Look up the multiplicity of the first one.

1